No. 1
Entry from OMol25: a cluster of 7 separate species, C50H71ClFN4O17S2 in total in a non-equilibrium geometry (ωB97M-V with the def2-TZVPD basis set).

## Properties
Energy in hartree: -4802.15401
Charge: +1
Orbital gap in eV: 6.6
Largest force on an atom in hartree/bohr: 0.03988
LUMO in eV: -3.89

Last columns: bonded neighbours and bond lengths (Å).
Positions of all 146 atoms, in Å:
1 C 1.4309 -2.8552 0.9710  C2 1.563, H40 1.102, H41 1.100, H42 1.097
2 C 0.2990 -2.4467 -0.0261  C1 1.563, C3 1.520, H43 1.099, H44 1.091
3 C -0.9301 -1.9506 0.7177  C2 1.520, O4 1.484, H45 1.100, H46 1.105
4 O -0.5453 -0.8254 1.6061  C3 1.484, C5 1.338
5 C -1.5843 0.0022 1.7655  O4 1.338, C6 1.408, N36 1.334
6 C -1.5868 1.1550 0.9575  C5 1.408, C7 1.531, C18 1.387
7 C -0.4526 1.3507 -0.0524  C6 1.531, C8 1.564, H47 1.095, H48 1.102
8 C 0.9357 1.6727 0.5906  C7 1.564, C9 1.575, H49 1.100, H50 1.101
9 C 1.4641 3.1138 0.2395  C8 1.575, S10 1.845, H51 1.102, H52 1.095
10 S 3.1026 2.9774 -0.5986  C9 1.845, C11 1.760
11 C 4.3541 2.8159 0.6287  S10 1.760, S12 1.633, N13 1.415
12 S 5.7572 2.0907 0.2140  C11 1.633
13 N 4.2299 3.3125 1.9474  C11 1.415, C14 1.383, C17 1.366
14 C 4.4478 2.6408 3.1371  N13 1.383, C15 1.371, H53 1.082
15 C 4.2314 3.5970 4.0951  C14 1.371, N16 1.397, H54 1.085
16 N 3.8717 4.8223 3.5297  C15 1.397, C17 1.294
17 C 3.8960 4.6013 2.2547  N13 1.366, N16 1.294, H55 1.090
18 C -2.6379 2.0508 1.0882  C6 1.387, C19 1.521, C23 1.421
19 C -2.6415 3.2654 0.1723  C18 1.521, O20 1.200, O21 1.378
20 O -2.8836 3.0944 -0.9901  C19 1.200
21 O -2.4259 4.5544 0.6106  C19 1.378, Cl22 1.699
22 Cl -1.7161 4.5562 2.1541  O21 1.699
23 C -3.6700 1.7809 2.0271  C18 1.421, C24 1.528, C29 1.372
24 C -4.8215 2.7830 2.1001  C23 1.528, C25 1.575, C26 1.573, H56 1.101
25 C -5.1464 3.2629 3.5644  C24 1.575, H57 1.103, H58 1.099, H59 1.093
26 C -6.1185 2.2243 1.4069  C24 1.573, C27 1.565, H60 1.104, H61 1.096
27 C -6.7761 3.3168 0.5002  C26 1.565, C28 1.547, H62 1.106, H63 1.101
28 C -8.3167 3.3729 0.6341  C27 1.547, H64 1.097, H65 1.099, H66 1.105
29 C -3.5923 0.6359 2.7793  C23 1.372, C30 1.524, N36 1.369
30 C -4.6836 0.2893 3.7856  C29 1.524, O31 1.205, N32 1.430
31 O -5.8070 0.1215 3.3844  C30 1.205
32 N -4.4444 0.1336 5.1869  C30 1.430, C33 1.389, H67 1.018
33 C -3.8007 1.2104 5.7825  N32 1.389, O34 1.195, F35 1.347
34 O -2.7999 1.7436 5.4066  C33 1.195
35 F -4.3915 1.6193 6.9217  C33 1.347
36 N -2.5568 -0.2489 2.6437  C5 1.334, C29 1.369, C37 1.467
37 C -2.5137 -1.4864 3.4306  N36 1.467, C38 1.573, H68 1.096, H69 1.098
38 C -3.5541 -2.5798 2.9880  C37 1.573, C39 1.554, H70 1.098, H71 1.101
39 C -4.2904 -2.3036 1.6475  C38 1.554, H72 1.104, H73 1.097, H74 1.098
40 H 0.9782 -3.1316 1.9375  C1 1.102
41 H 1.9149 -3.7499 0.5513  C1 1.100
42 H 2.1775 -2.0667 1.1261  C1 1.097
43 H 0.6780 -1.7032 -0.7417  C2 1.099
44 H -0.0283 -3.3083 -0.6103  C2 1.091
45 H -1.3803 -2.7270 1.3531  C3 1.100
46 H -1.6504 -1.5537 -0.0198  C3 1.105
47 H -0.7536 2.0512 -0.8383  C7 1.095
48 H -0.3485 0.3694 -0.5437  C7 1.102
49 H 0.9919 1.4637 1.6686  C8 1.100
50 H 1.6508 0.9798 0.1203  C8 1.101
51 H 1.6562 3.6541 1.1800  C9 1.102
52 H 0.7831 3.6628 -0.4199  C9 1.095
53 H 4.7359 1.6051 3.2619  C14 1.082
54 H 4.3235 3.5058 5.1720  C15 1.085
55 H 3.7191 5.2534 1.4000  C17 1.090
56 H -4.5908 3.7053 1.5453  C24 1.101
57 H -6.0342 2.6924 3.8837  C25 1.103
58 H -5.4826 4.3078 3.5136  C25 1.099
59 H -4.2982 3.1284 4.2413  C25 1.093
60 H -5.8502 1.4070 0.7155  C26 1.104
61 H -6.8492 1.8486 2.1325  C26 1.096
62 H -6.4010 4.3277 0.7454  C27 1.106
63 H -6.5314 3.1657 -0.5629  C27 1.101
64 H -8.8338 2.4843 0.2503  C28 1.097
65 H -8.5931 3.6320 1.6660  C28 1.099
66 H -8.6618 4.2156 0.0086  C28 1.105
67 H -5.2935 -0.1375 5.6787  N32 1.018
68 H -1.5257 -1.9590 3.3950  C37 1.096
69 H -2.6920 -1.3024 4.4978  C37 1.098
70 H -4.2629 -2.7763 3.8036  C38 1.098
71 H -3.0000 -3.5215 2.8519  C38 1.101
72 H -5.2038 -1.7235 1.8652  C39 1.104
73 H -3.7113 -1.7260 0.9166  C39 1.097
74 H -4.6393 -3.2389 1.1893  C39 1.098
75 O -0.7916 -2.8725 -2.4760  C76 1.204
76 C -0.4996 -2.1646 -3.4045  O75 1.204, O77 1.343, C80 1.511
77 O -0.2390 -2.6274 -4.6385  C76 1.343, C78 1.447
78 C 0.1924 -1.5399 -5.4895  O77 1.447, C79 1.518, H81 1.090, H82 1.079
79 C -0.3568 -0.2877 -4.8300  C78 1.518, C80 1.521, H83 1.090, H84 1.092
80 C -0.3240 -0.6646 -3.3564  C76 1.511, C79 1.521, H85 1.089, H86 1.089
81 H 1.2812 -1.5445 -5.5335  C78 1.090
82 H -0.1971 -1.6811 -6.4854  C78 1.079
83 H 0.2125 0.6105 -5.0688  C79 1.090
84 H -1.3896 -0.1240 -5.1458  C79 1.092
85 H 0.6381 -0.4357 -2.8999  C80 1.089
86 H -1.1332 -0.1963 -2.7976  C80 1.089
87 O 3.5646 2.5156 7.4626  C88 1.194
88 C 2.4691 2.3233 7.0285  O87 1.194, O89 1.360, C92 1.512
89 O 2.2251 2.0607 5.7167  C88 1.360, C90 1.434
90 C 0.8104 1.9869 5.4918  O89 1.434, C91 1.521, H93 1.094, H94 1.090
91 C 0.2064 1.6746 6.8520  C90 1.521, C92 1.523, H95 1.086, H96 1.093
92 C 1.1705 2.3741 7.8006  C88 1.512, C91 1.523, H97 1.091, H98 1.087
93 H 0.4701 2.9484 5.0975  C90 1.094
94 H 0.5996 1.2097 4.7567  C90 1.090
95 H -0.8236 2.0036 6.9498  C91 1.086
96 H 0.2333 0.5962 7.0306  C91 1.093
97 H 0.8977 3.4176 7.9648  C92 1.091
98 H 1.2611 1.8513 8.7489  C92 1.087
99 O -1.9345 -4.0164 5.5003  C100 1.199
100 C -0.9560 -3.6308 6.0769  O99 1.199, O101 1.353, C104 1.514
101 O 0.2739 -3.6095 5.5142  C100 1.353, C102 1.441
102 C 1.2518 -3.2006 6.4904  O101 1.441, C103 1.519, H105 1.092, H106 1.088
103 C 0.4657 -2.4404 7.5441  C102 1.519, C104 1.524, H107 1.088, H108 1.093
104 C -0.8833 -3.1495 7.5108  C100 1.514, C103 1.524, H109 1.091, H110 1.087
105 H 1.7333 -4.0935 6.8935  C102 1.092
106 H 2.0065 -2.5811 6.0106  C102 1.088
107 H 0.9431 -2.4436 8.5221  C103 1.088
108 H 0.3411 -1.3999 7.2349  C103 1.093
109 H -0.9072 -4.0146 8.1751  C104 1.091
110 H -1.7048 -2.4741 7.7369  C104 1.087
111 O 1.2145 -2.0308 -7.9777  C112 1.197
112 C 1.0485 -1.5151 -9.0456  O111 1.197, O113 1.356, C116 1.511
113 O -0.1757 -1.2326 -9.5544  C112 1.356, C114 1.439
114 C -0.0388 -0.7213 -10.8929  O113 1.439, C115 1.519, H117 1.092, H118 1.088
115 C 1.3823 -0.1904 -10.9718  C114 1.519, C116 1.525, H119 1.089, H120 1.092
116 C 2.1282 -1.1291 -10.0299  C112 1.511, C115 1.525, H121 1.091, H122 1.086
117 H -0.2181 -1.5375 -11.5960  C114 1.092
118 H -0.7808 0.0566 -11.0613  C114 1.088
119 H 1.7797 -0.1736 -11.9852  C115 1.089
120 H 1.4193 0.8282 -10.5799  C115 1.092
121 H 2.4792 -2.0273 -10.5392  C116 1.091
122 H 2.9524 -0.6319 -9.5265  C116 1.086
123 O 2.2008 0.9669 -2.4306  C124 1.202
124 C 3.0328 0.5759 -3.2054  O123 1.202, O125 1.351, C128 1.511
125 O 3.0336 -0.6754 -3.7151  C124 1.351, C126 1.442
126 C 4.2114 -0.8718 -4.5232  O125 1.442, C127 1.517, H129 1.093, H130 1.089
127 C 4.6556 0.5237 -4.9206  C126 1.517, C128 1.525, H131 1.088, H132 1.092
128 C 4.2250 1.3522 -3.7144  C124 1.511, C127 1.525, H133 1.093, H134 1.087
129 H 4.9608 -1.3925 -3.9222  C126 1.093
130 H 3.9620 -1.4873 -5.3862  C126 1.089
131 H 5.7184 0.5887 -5.1453  C127 1.088
132 H 4.1052 0.8499 -5.8052  C127 1.092
133 H 4.9906 1.3738 -2.9352  C128 1.093
134 H 3.9405 2.3631 -3.9954  C128 1.087
135 O 4.2638 -3.0082 -8.1707  C136 1.194
136 C 4.9345 -3.4993 -7.3131  O135 1.194, O137 1.360, C140 1.514
137 O 6.1796 -3.0585 -6.9898  C136 1.360, C138 1.438
138 C 6.7605 -3.9251 -5.9995  O137 1.438, C139 1.520, H141 1.092, H142 1.089
139 C 5.5819 -4.6104 -5.3281  C138 1.520, C140 1.524, H143 1.089, H144 1.092
140 C 4.5721 -4.7008 -6.4658  C136 1.514, C139 1.524, H145 1.091, H146 1.087
141 H 7.4218 -4.6334 -6.5032  C138 1.092
142 H 7.3478 -3.3332 -5.2997  C138 1.089
143 H 5.8379 -5.5722 -4.8869  C139 1.089
144 H 5.1846 -3.9727 -4.5350  C139 1.092
145 H 4.7068 -5.6053 -7.0607  C140 1.091
146 H 3.5477 -4.6295 -6.1087  C140 1.087

Results of the Mulliken charge analysis, in e, for atoms 1 through 8: -1.295, 0.322, -0.695, -0.238, 0.058, 0.946, 0.183, -0.865



No. 2
Entry from OMol25: a cluster of 2 separate species, C4H10N2 in total in a non-equilibrium geometry (ωB97M-V with the def2-TZVPD basis set).

## Properties
Energy in hartree: -267.85041
Charge: 0
Orbital gap in eV: 10.4
Largest force on an atom in hartree/bohr: 0.03180
Energy relative to the best compared isomer or geometry (same formula, charge and spin) in eV: 2.039
SMILES: [H]/N=C/CN.C=C
LUMO in eV: 1.04

Last columns: bonded neighbours and bond lengths (Å).
Positions of all 16 atoms, in Å:
1 H 0.1436 2.7431 -1.0849  N2 1.019
2 N 0.0984 1.9476 -0.4502  H1 1.019, C3 1.265
3 C -1.0287 1.3784 -0.3801  N2 1.265, C4 1.492, H6 1.102
4 C -1.2120 0.1501 0.4471  C3 1.492, N5 1.445, H7 1.093, H8 1.141
5 N -2.2679 -0.7454 0.0350  C4 1.445, H9 1.016, H10 1.017
6 H -1.9037 1.6615 -0.9871  C3 1.102
7 H -1.4082 0.4622 1.4762  C4 1.093
8 H -0.2110 -0.3977 0.4466  C4 1.141
9 H -2.1027 -1.0913 -0.9055  N5 1.016
10 H -3.1788 -0.2929 0.0571  N5 1.017
11 C 1.8779 -0.7281 -0.3165  C12 1.323, H13 1.089, H14 1.081
12 C 2.4247 -1.2224 0.7817  C11 1.323, H15 1.078, H16 1.080
13 H 1.6882 0.3382 -0.4295  C11 1.089
14 H 1.8036 -1.3196 -1.2181  C11 1.081
15 H 2.5492 -0.6273 1.6721  C12 1.078
16 H 2.7277 -2.2563 0.8561  C12 1.080

Results of the Mulliken charge analysis, in e, for atoms 1 through 8: 0.214, -0.539, -0.067, -0.064, -0.590, 0.335, 0.287, -0.020